1.
The molecule C22H20N2O4 at a distorted geometry, computed with ωB97M-V with the def2-TZVPD basis set.

```
! wB97M-V def2-TZVPD RIJCOSX def2/J DEFGRID3
* xyz 0 1
O -0.600 4.179 1.295
O -3.257 1.854 1.857
O 0.590 0.083 -3.825
O 1.722 -1.384 -0.749
N -1.846 1.815 0.107
N -0.584 0.221 -1.910
C 1.137 -2.353 -1.520
C -0.763 2.337 -0.704
C -1.211 -0.371 -0.747
C 2.022 -1.623 0.570
C 0.011 -4.206 -3.259
C 3.450 -1.105 2.428
C 1.386 -3.710 -1.352
C 1.218 -2.395 1.402
C 0.815 -4.629 -2.214
C 3.135 -0.971 1.089
C -2.268 4.401 2.756
C 2.661 -1.887 3.256
C -2.336 2.373 1.243
C -0.214 -2.854 -3.446
C 0.136 -0.457 -2.834
C 0.327 -1.920 -2.574
C -1.756 3.630 1.741
C -1.377 5.479 2.928
C 1.546 -2.525 2.740
C -0.757 1.651 -2.064
C -2.360 0.518 -0.288
C -0.383 5.287 2.015
H -0.817 -2.505 -4.271
H -0.490 -0.465 0.075
H -3.099 0.628 -1.090
H 0.502 5.850 1.790
H -1.460 6.282 3.631
H 0.201 2.171 -0.206
H -0.892 3.411 -0.852
H -1.586 -1.367 -0.998
H -0.426 -4.926 -3.933
H -1.690 1.867 -2.598
H 0.341 -2.885 1.005
H 3.737 -0.365 0.429
H 0.919 -3.126 3.381
H -3.172 4.201 3.294
H 0.072 2.018 -2.675
H -2.862 0.089 0.581
H 2.910 -1.995 4.301
H 4.317 -0.600 2.825
H 2.038 -4.039 -0.556
H 1.013 -5.681 -2.073
*
```

- ΔE to the lowest compared entry with this formula, charge and spin: 1.7563 eV
- Electronic energy: -1260.81854 a.u.
- Kohn-Sham gap: 9.3 eV
- E_HOMO: -8.669 eV

=====

2.
The molecule C6H10 at a distorted geometry, computed with ωB97M-V with the def2-TZVPD basis set.

```
! wB97M-V def2-TZVPD RIJCOSX def2/J DEFGRID3
* xyz 0 1
C 0.320 1.481 -0.299
C 1.190 0.343 0.131
C -0.419 0.613 -1.354
C -1.036 -0.598 1.124
C -0.075 0.585 0.888
C 0.760 -0.398 -1.148
H 0.608 2.506 0.039
H 1.455 -0.263 -1.977
H 0.545 -1.464 -1.008
H -2.109 -0.361 1.153
H -0.915 -1.492 0.485
H -0.752 -0.931 2.132
H -0.196 1.324 1.659
H -0.646 1.048 -2.317
H -1.373 0.133 -1.014
H 2.150 0.297 0.637
*
```

- ΔE to the lowest compared entry with this formula, charge and spin: 2.9244 eV
- Electronic energy: -234.49504 a.u.
- Kohn-Sham gap: 9.9 eV
- E_HOMO: -8.728 eV

=====

3.
A structure of composition C17H21N3ORuSSeSi at a distorted geometry, computed with ωB97M-V with the def2-TZVPD basis set.

```
! wB97M-V def2-TZVPD RIJCOSX def2/J DEFGRID3
* xyz 0 5
Ru 0.198 0.203 0.728
Se -0.615 0.733 2.873
S 2.239 -0.388 1.408
Si 0.549 0.661 4.844
O -1.695 -0.195 -0.462
N 2.507 0.311 -1.167
N 1.118 0.402 -1.059
N 4.477 -0.160 -0.054
C -0.800 0.423 -2.655
C -2.782 0.133 0.384
C -3.341 -0.887 1.119
C -4.222 1.740 1.377
C -3.455 0.169 -3.681
C 2.110 -0.327 4.792
C -3.186 -0.058 -2.338
C 0.897 2.421 5.299
C -2.398 0.531 -4.524
C -3.203 1.444 0.485
C -1.126 0.647 -4.029
C -1.909 0.090 -1.844
C -4.796 0.733 2.143
C -0.668 -0.094 6.020
C -4.356 -0.577 2.013
C 0.548 0.520 -2.298
C 3.098 -0.015 -0.090
H 1.259 2.482 6.330
H -1.631 0.416 5.958
H -4.462 0.059 -4.059
H 2.833 0.118 4.110
H -3.985 -0.344 -1.668
H 1.921 -1.353 4.469
H 4.960 0.292 -0.813
H 4.908 -0.038 0.847
H -2.581 0.714 -5.575
H -0.304 -0.022 7.049
H -0.824 -1.148 5.781
H -0.005 3.031 5.215
H -4.802 -1.364 2.608
H 1.658 2.843 4.640
H -4.562 2.762 1.478
H 1.260 0.688 -3.096
H -2.972 -1.897 1.001
H -2.745 2.210 -0.127
H 2.552 -0.358 5.794
H -5.588 0.970 2.842
H -0.312 0.916 -4.692
*
```

- Electronic energy: -4083.87275 a.u.
- Kohn-Sham gap (spin up / spin down): 5.4 / 6.3 eV
- E_HOMO (spin up / spin down): -5.382 / -7.798 eV
- Expectation value of S²: 6.052

=====

4.
A structure of composition C5H6N2O at a distorted geometry, computed with ωB97M-V with the def2-TZVPD basis set.

```
! wB97M-V def2-TZVPD RIJCOSX def2/J DEFGRID3
* xyz 0 1
O 2.526 -0.185 -0.741
N -2.605 -0.895 -0.760
N 0.724 -0.340 0.692
C 1.628 -0.911 -0.104
C -0.513 1.729 -0.629
C -0.703 -0.253 1.001
C -1.635 -0.725 -0.076
C 0.231 1.016 0.660
H 1.742 -2.157 0.136
H -1.761 1.243 -1.170
H 0.550 1.486 -1.482
H -0.673 2.978 0.266
H 0.331 1.698 1.530
H -1.277 -0.263 2.014
*
```

- ΔE to the lowest compared entry with this formula, charge and spin: 8.3001 eV
- Electronic energy: -378.56592 a.u.
- Kohn-Sham gap: 10.5 eV
- E_HOMO: -10.373 eV

=====

5.
A cluster of 8 separate species, C45H77F2IN9O9 in total at a distorted geometry, computed with ωB97M-V with the def2-TZVPD basis set.

```
! wB97M-V def2-TZVPD RIJCOSX def2/J DEFGRID3
* xyz 1 1
I 1.365 -0.158 7.312
F 0.662 -0.582 1.734
F -2.545 -0.158 4.491
O 0.470 3.957 -1.435
O -4.192 0.065 -0.670
O -7.493 -7.839 -1.782
O 6.934 3.940 -1.124
O -2.029 -2.806 3.886
O 1.785 -2.966 -6.586
O -6.243 -4.823 3.906
O 0.185 0.337 -3.238
O 1.077 4.138 2.818
N -7.719 -6.228 -0.196
N 1.325 1.148 -5.021
N 2.856 -4.775 -5.724
N 2.315 3.320 1.086
N -4.449 0.979 -2.729
N 0.182 6.205 -1.345
N 8.873 4.771 -0.286
N -1.547 -1.718 3.191
N -6.094 -3.275 5.550
C -0.711 -0.455 1.497
C -1.242 -1.803 1.968
C 4.132 0.586 2.947
C -9.165 -6.371 -0.168
C 2.763 -6.067 -5.068
C -4.765 0.124 -1.749
C 1.728 -0.778 -0.821
C -6.669 -4.322 4.931
C -0.655 1.895 2.738
C -1.250 0.488 2.582
C 1.812 0.945 -6.375
C 5.437 0.797 2.513
C 4.166 -4.223 -6.026
C 7.613 4.876 -0.741
C 3.341 2.442 1.607
C -3.345 1.906 -2.523
C 9.490 3.455 -0.239
C -0.173 7.443 -2.013
C 1.764 -4.061 -6.055
C 1.139 3.392 1.891
C 0.607 0.219 -4.381
C 3.405 -2.485 -1.124
C 0.258 0.639 5.638
C -0.758 -1.342 -0.914
C -7.013 -7.011 -1.034
C -7.084 -5.255 0.673
C -0.026 2.506 1.469
C -1.371 -0.359 3.861
C 4.646 2.643 1.158
C 5.674 1.826 1.610
C 0.541 6.218 0.063
C 1.628 2.392 -4.330
C -0.186 -0.558 4.785
C 2.392 -3.417 -1.292
C 0.703 -1.712 -0.953
C -4.895 -2.718 4.953
C 3.063 -1.155 -0.890
C 3.097 1.401 2.493
C -6.627 -2.699 6.771
C 0.195 5.022 -1.972
C -5.169 1.007 -3.990
C -1.129 -0.228 0.071
C -0.860 1.528 6.168
C 9.633 5.924 0.156
C 1.054 -3.039 -1.190
H 2.635 -4.450 -1.491
H 9.032 6.825 0.057
H 0.294 -3.793 -1.342
H 0.820 -4.564 -5.783
H 10.535 6.035 -0.448
H -5.957 0.258 -3.985
H 6.227 0.159 2.873
H 10.501 3.542 0.149
H -1.369 -2.230 -0.758
H 2.017 2.927 0.194
H -0.445 -1.370 5.464
H -2.215 -0.169 0.095
H -1.500 1.880 5.365
H -9.436 -7.389 0.109
H -3.548 2.541 -1.660
H 1.553 5.830 0.184
H -4.537 -1.882 5.550
H 1.499 0.265 -0.645
H -1.042 7.894 -1.530
H 2.216 3.033 -4.981
H -7.521 -3.236 7.075
H 0.705 2.900 -4.048
H -6.884 -1.650 6.612
H 2.901 0.999 -6.392
H 0.380 1.777 0.784
H -5.603 -0.544 -2.004
H -0.792 0.716 -0.342
H -7.573 -4.693 5.441
H 0.435 -0.689 -4.980
H -2.298 0.647 2.311
H 0.483 7.225 0.466
H 3.234 -6.842 -5.674
H 1.408 1.714 -7.036
H -1.338 -2.693 1.371
H -3.223 2.524 -3.408
H -5.618 1.990 -4.142
H 0.986 1.252 5.122
H -0.085 5.086 -3.036
H 9.519 3.019 -1.238
H -1.252 -3.337 4.124
H 9.921 5.807 1.203
H -1.009 -0.967 -1.902
H -4.127 -3.485 4.898
H -5.925 -6.827 -0.979
H 1.719 -6.330 -4.911
H 4.936 -4.915 -5.695
H -7.450 -4.253 0.436
H 0.669 -0.905 4.212
H -0.748 3.149 0.974
H -5.888 -2.764 7.572
H 1.505 -0.033 -6.739
H -1.432 1.006 6.929
H 0.072 1.963 3.538
H 2.101 1.208 2.866
H -5.113 -2.377 3.939
H 3.268 -6.015 -4.101
H 8.910 2.792 0.403
H 4.849 3.436 0.454
H 4.264 -4.056 -7.099
H -2.421 1.356 -2.338
H 4.294 -3.266 -5.520
H -9.581 -6.167 -1.155
H 6.679 2.005 1.260
H -0.142 5.566 0.606
H -4.487 0.797 -4.815
H -6.005 -5.278 0.533
H -7.303 -5.475 1.717
H -0.419 2.399 6.641
H 7.237 5.913 -0.741
H 4.444 -2.766 -1.182
H -0.413 7.248 -3.056
H 3.839 -0.416 -0.762
H 2.187 2.189 -3.417
H -1.471 2.545 3.032
H -9.583 -5.674 0.554
H 0.660 8.146 -1.968
H 3.914 -0.203 3.652
*
```

- Electronic energy: -3428.01270 a.u.
- Kohn-Sham gap: 6.5 eV
- E_HOMO: -10.278 eV

=====

6.
A structure of composition C22H20N7O3STl, computed with ωB97M-V with the def2-TZVPD basis set.

```
! wB97M-V def2-TZVPD RIJCOSX def2/J DEFGRID3
* xyz 1 2
Tl -0.288 -0.751 -1.502
S 1.660 -3.229 -2.492
O -1.282 -1.415 0.913
O -1.096 4.037 4.227
O -2.067 5.355 2.608
N -0.231 1.591 0.036
N 1.440 -0.459 0.508
N 2.066 -2.975 -5.077
N -1.207 -2.282 1.873
N 2.303 -0.268 -2.757
N -0.624 2.154 -2.627
N 2.227 -1.023 -3.936
C 2.258 -1.493 0.684
C -1.433 -2.810 4.174
C -2.070 2.950 -4.364
C -0.956 2.262 -3.911
C -1.011 2.620 -0.288
C 2.795 -1.831 1.917
C -2.891 3.551 -3.426
C 0.185 1.437 1.289
C 1.597 0.020 2.832
C -2.559 3.447 -2.085
C -1.458 4.465 3.159
C 1.995 -2.366 -3.880
C 1.103 0.289 1.560
C -0.721 -4.477 2.631
C 2.453 -1.055 3.010
C -1.031 -4.113 3.932
C -1.430 3.561 0.653
C -0.816 -3.550 1.617
C -0.193 2.312 2.308
C -1.002 3.359 1.941
C -1.414 2.746 -1.726
C -1.515 -1.909 3.134
H -2.285 3.004 -5.422
H -3.779 4.089 -3.729
H 2.742 -0.676 -4.732
H -0.298 1.768 -4.618
H 1.874 -3.960 -5.108
H 2.849 -1.275 3.992
H 1.330 0.630 3.682
H -2.033 4.415 0.392
H -1.823 -0.879 3.224
H -0.406 -5.481 2.385
H 3.458 -2.679 2.008
H 2.141 -2.467 -5.942
H -1.692 -2.476 5.169
H 2.475 -2.079 -0.203
H -3.199 3.890 -1.336
H -0.600 -3.743 0.577
H -0.966 -4.829 4.739
H 0.130 2.204 3.329
H 3.242 -0.297 -2.371
H 2.053 0.691 -2.971
*
```

- ΔE to the lowest compared entry with this formula, charge and spin: 0.0000 eV
- Electronic energy: -2029.76340 a.u.
- Kohn-Sham gap (spin up / spin down): 8.1 / 5.2 eV
- E_HOMO (spin up / spin down): -10.898 / -10.900 eV
- Expectation value of S²: 0.758

=====

7.
A structure of composition C50H57N2OP2Si3Ti at a distorted geometry, computed with ωB97M-V with the def2-TZVPD basis set.

```
! wB97M-V def2-TZVPD RIJCOSX def2/J DEFGRID3
* xyz -1 3
Ti 0.589 -0.572 0.277
P -1.884 0.339 0.140
P -0.124 2.576 -0.263
Si 1.452 -2.817 -0.634
Si 2.643 3.710 0.659
Si -1.969 -2.088 1.975
O 2.208 -0.085 0.703
N -1.290 -1.039 0.797
N 1.363 2.543 0.532
C 2.145 -3.838 -3.335
C -0.536 0.975 -0.754
C -0.357 -6.650 -0.787
C -0.253 4.788 -2.114
C 3.470 3.462 2.376
C 5.135 -3.663 1.290
C -0.564 -2.309 3.280
C 0.650 -4.972 1.141
C -3.874 2.422 3.686
C -2.017 1.279 2.690
C 3.791 -3.628 0.957
C 6.080 -3.144 0.422
C -1.126 3.695 0.738
C -3.943 1.854 1.349
C 0.079 5.358 -3.326
C 1.978 5.487 0.566
C -3.779 -0.794 -3.255
C -0.412 -7.037 0.541
C -4.377 -0.776 -0.545
C -1.522 4.864 2.810
C -4.957 -1.376 -2.796
C 3.948 3.409 -0.705
C 5.657 -2.586 -0.773
C 4.312 -2.546 -1.091
C 0.740 -4.570 -0.192
C 0.211 -5.440 -1.144
C 0.895 4.677 -4.225
C -3.193 -0.191 -0.998
C 0.588 -1.966 -4.639
C 0.203 3.512 -1.787
C 0.702 -1.943 -3.259
C 3.339 -3.073 -0.240
C 3.182 -0.155 1.670
C 1.466 -2.886 -2.576
C -0.758 4.006 2.054
C 1.029 2.834 -2.695
C -2.339 4.199 0.242
C -2.476 -3.729 1.133
C -3.100 5.057 1.004
C -2.902 -0.215 -2.361
C -5.249 -1.363 -1.438
C 1.253 -2.935 -5.374
C 0.096 -6.184 1.506
C 1.374 3.414 -3.897
C -2.693 1.247 1.466
C 2.044 -3.864 -4.717
C -2.688 5.413 2.287
C -2.607 1.852 3.793
C -4.528 2.429 2.458
C -3.506 -1.614 3.035
H 4.052 0.469 1.406
H 4.927 3.766 -0.401
H 2.796 0.199 2.646
H 2.886 2.793 3.002
H -2.271 -4.582 1.769
H -3.274 6.100 2.882
H 2.580 -4.611 -5.292
H 1.376 1.837 -2.431
H -6.165 -1.817 -1.081
H 4.469 3.046 2.290
H -5.509 2.879 2.382
H -3.553 -0.795 -4.314
H -1.213 5.119 3.816
H -0.021 -1.230 -5.149
H 1.623 5.716 -0.433
H 6.387 -2.174 -1.457
H -1.976 0.243 -2.691
H -4.594 -0.766 0.512
H 3.565 4.409 2.899
H 3.681 3.909 -1.632
H 4.006 -2.097 -2.027
H -4.026 5.466 0.618
H -0.294 6.341 -3.584
H -1.932 -3.866 0.204
H 3.079 -4.048 1.653
H 1.153 -2.965 -6.452
H 0.042 -6.461 2.551
H -4.352 2.853 4.557
H -3.536 -3.733 0.902
H 5.448 -4.088 2.235
H -0.770 -7.299 -1.548
H 0.144 3.568 2.455
H 4.032 2.348 -0.923
H -3.333 -0.747 3.664
H 1.147 5.619 1.250
H 2.762 -4.576 -2.838
H 1.166 5.135 -5.166
H 2.013 2.886 -4.593
H 3.530 -1.194 1.783
H 7.133 -3.171 0.675
H -0.857 -7.984 0.821
H -4.372 -1.398 2.418
H 1.667 1.552 0.564
H 0.235 -5.167 -2.190
H 2.751 6.205 0.824
H -5.651 -1.821 -3.496
H -0.870 5.338 -1.417
H -2.672 3.893 -0.742
H 1.005 -4.308 1.916
H 0.398 -1.958 2.880
H -4.436 1.864 0.387
H -0.786 -1.754 4.189
H 0.182 -1.176 -2.677
H -2.109 1.848 4.755
H -3.774 -2.446 3.680
H -0.461 -3.355 3.555
H -1.028 0.824 2.744
*
```

- ΔE to the lowest compared entry with this formula, charge and spin: 0.4019 eV
- Electronic energy: -4525.07753 a.u.
- Kohn-Sham gap (spin up / spin down): 3.6 / 7.5 eV
- E_HOMO (spin up / spin down): -1.156 / -5.126 eV
- Expectation value of S²: 2.012

=====

8.
The molecule C6H14O at a distorted geometry, computed with ωB97M-V with the def2-TZVPD basis set.

```
! wB97M-V def2-TZVPD RIJCOSX def2/J DEFGRID3
* xyz 0 1
O 2.276 -2.774 0.415
C 0.793 1.515 -0.007
C 0.667 -0.949 0.625
C -2.287 1.294 -0.567
C -0.002 0.216 -0.139
C 1.364 -1.975 -0.271
C -1.478 0.410 0.360
H -0.152 -0.078 -1.182
H 3.025 -2.222 0.662
H -1.833 -0.617 0.396
H -3.353 1.155 -0.400
H 1.785 -1.425 -1.130
H -0.100 -1.413 1.248
H 1.534 1.769 -0.765
H -1.378 0.839 1.363
H -2.144 1.047 -1.625
H -2.005 2.341 -0.478
H 1.375 -0.558 1.358
H 0.093 2.358 -0.053
H 1.241 1.605 0.981
H 0.580 -2.538 -0.792
*
```

- ΔE to the lowest compared entry with this formula, charge and spin: 0.8619 eV
- Electronic energy: -312.22336 a.u.
- Kohn-Sham gap: 11.1 eV
- E_HOMO: -10.148 eV

=====

- The highest electronic energy belongs to which entry?
  C6H10

=====

- What is the electronic energy in the fourth record?
  -378.56592 a.u.

=====

- Which of these has the highest electronic energy?
  C6H10